Entry 1:
119
Properties=species:S:1:pos:R:3:mulliken_charge:R:1 method="wB97M-V/def2-TZVPD" homo_energy_ev=-9.0 de_lowest_kj_mol=888.0 smiles="CCCCC[C@@]1(/C(Cl)=C(/C)Cl)NC(=O)[C@@H](CCCN)[C@@H]1CCCOC.CC(C)O.CC(C)O.CC(C)O.CC(C)O.CC(C)O" e_tot_ha=-2896.045489 charge=0
Cl -0.683 -1.505 -4.667 -0.18
Cl 2.868 -3.303 -2.258 -0.17
O -4.149 5.277 2.739 -0.55
O -6.297 -1.540 5.676 -0.54
O -3.189 -1.673 -0.458 -0.70
O 5.131 1.967 -3.689 -0.37
O -1.984 -3.307 2.923 -0.51
O 1.852 -6.608 -0.771 -0.54
O 2.241 3.151 -0.066 -0.32
N -0.946 -2.248 -1.501 0.09
N -2.069 4.424 -1.609 -0.70
C -5.846 -0.189 5.615 0.38
C -2.152 4.888 4.019 -1.21
C 5.936 -0.550 -0.357 -0.55
C -0.523 -6.249 -0.866 -0.53
C 1.278 -2.324 -2.564 -0.07
C -2.046 -1.317 -1.047 -0.14
C 0.746 -1.764 0.180 -0.63
C -3.172 -5.071 1.802 -0.83
C 3.185 -0.474 -0.107 1.27
C 1.031 0.926 -2.682 -0.40
C -2.962 -4.327 3.111 0.34
C 0.174 0.102 -1.561 0.48
C 2.142 4.591 0.210 -0.46
C -2.939 7.214 3.491 -1.44
C -2.295 1.366 -0.880 -0.69
C -2.840 5.779 2.998 0.81
C 0.839 -2.365 -4.019 -0.16
C 7.172 1.420 -4.836 -1.38
C -1.471 2.423 0.045 0.27
C 6.549 2.099 -3.626 0.62
C -7.023 0.746 5.844 -1.29
C -4.255 -3.699 3.605 -1.17
C 0.693 -7.470 -2.693 -1.06
C 2.286 -1.601 0.661 -1.17
C 1.730 -3.176 -5.181 -0.96
C -1.455 0.140 -1.535 0.51
C -1.922 3.986 -0.172 0.41
C 6.916 3.573 -3.568 -1.37
C 1.248 2.522 -2.392 0.06
C -5.192 0.063 4.266 -1.04
C 2.592 2.863 -1.464 0.14
C 4.661 -0.431 0.675 -0.66
C 0.624 -7.189 -1.200 0.22
C 0.426 -1.545 -1.407 0.74
H -4.086 -3.156 4.541 0.30
H 2.086 -4.233 -4.823 0.27
H -4.648 5.297 3.572 0.35
H 2.121 0.440 -2.707 -0.03
H -2.319 -2.690 2.252 0.30
H 0.498 -8.131 -0.654 0.36
H -1.168 4.753 0.341 -0.48
H -1.465 5.273 -1.832 0.26
H -4.354 -0.625 4.110 0.15
H 1.004 -3.379 -6.107 0.33
H -0.553 -6.046 0.210 0.17
H -3.448 7.841 2.751 0.36
H 6.551 4.103 -4.454 0.35
H -2.230 -5.507 1.452 -0.02
H -3.529 7.271 4.412 0.35
H 5.863 0.292 -1.180 -0.14
H -2.879 1.916 -1.763 0.37
H 1.972 -5.771 -1.251 0.30
H -4.638 -2.969 2.882 0.22
H 6.889 0.362 -4.872 0.32
H 0.311 3.094 -1.988 -0.52
H 6.451 4.051 -2.699 0.30
H -5.900 -0.111 3.449 0.33
H 2.762 4.780 1.212 0.24
H -0.395 -5.282 -1.366 -0.18
H -6.706 1.793 5.819 0.35
H 6.884 1.599 -2.711 0.12
H -7.796 0.596 5.082 0.35
H -2.953 4.125 0.370 0.15
H -1.136 5.239 4.229 0.36
H -0.307 2.381 -0.027 -0.28
H -3.163 0.921 -0.190 0.21
H -7.492 0.544 6.813 0.32
H 2.262 -1.280 1.811 0.29
H 0.606 0.475 -0.541 -0.14
H -2.575 -5.016 3.869 0.33
H -0.232 -7.932 -3.051 0.37
H 1.492 3.017 -3.451 0.34
H -6.953 -1.669 4.971 0.36
H -1.737 2.163 1.180 0.21
H 0.419 -2.881 0.447 0.16
H -3.516 -4.390 1.015 0.27
H 0.063 -1.083 0.882 0.25
H -3.908 -5.872 1.917 0.43
H 8.264 1.490 -4.809 0.39
H -5.108 -0.054 6.414 0.26
H 1.530 -8.138 -2.920 0.34
H 6.913 -0.347 0.286 0.36
H 2.880 -2.637 0.659 0.31
H 2.687 0.580 0.150 -0.57
H 0.864 -6.546 -3.257 0.09
H 0.630 0.838 -3.787 0.37
H 3.287 1.908 -1.549 -0.41
H 6.815 1.874 -5.767 0.36
H 1.028 4.941 0.454 -0.01
H 3.182 3.731 -2.009 0.37
H -1.819 0.164 -2.671 0.21
H 4.752 0.514 1.398 0.29
H -1.757 3.706 -2.297 0.28
H -1.484 -6.675 -1.169 0.48
H -0.973 -3.242 -1.188 0.05
H 4.707 -1.377 1.375 0.32
H -2.714 4.863 4.960 0.35
H 6.059 -1.636 -0.808 0.20
H -2.286 5.752 2.053 0.02
H -4.820 1.090 4.194 0.37
H 8.000 3.707 -3.503 0.39
H -1.947 7.634 3.684 0.36
H -2.098 3.856 3.656 0.26
H -5.024 -4.459 3.775 0.43
H 3.329 -0.651 -1.255 0.04
H 4.825 2.408 -4.499 0.29
H 2.603 -2.483 -5.576 0.24
H 2.616 5.291 -0.598 0.30


Entry 2:
128
Properties=species:S:1:pos:R:3:mulliken_charge:R:1 method="wB97M-V/def2-TZVPD" homo_energy_ev=-8.4 smiles="COCCCCCCCCCC[C@](Cl)(OC(=O)C[C@@H](C)I)P(N)O.CN(C)C=O.CN(C)C=O.CN(C)C=O.CN(C)C=O.CN(C)C=O.CN(C)C=O" e_tot_ha=-3574.699831 charge=0
I 1.483 -5.777 -1.506 0.06
Cl 3.487 -1.579 -4.746 -0.18
P 3.287 -0.906 -1.841 -0.18
O -6.963 2.172 -2.170 -0.55
O 1.528 0.559 4.964 -0.64
O 0.993 1.613 1.401 -0.53
O -1.791 -4.224 5.392 -0.68
O 2.837 -2.021 -0.593 -0.37
O -2.982 0.592 0.208 -0.55
O 1.641 -2.695 -3.017 -0.15
O -1.558 2.300 -3.229 -0.32
O 5.820 3.668 2.410 -0.60
O 0.685 -2.991 -5.161 -0.51
N -2.349 -0.637 2.027 0.44
N -1.803 -6.229 6.495 0.13
N -6.873 -0.081 -1.777 0.21
N 2.014 3.347 2.490 0.28
N 7.268 4.152 4.114 0.13
N 2.760 0.646 -1.222 -0.20
N 1.636 -1.694 5.360 0.20
C 3.243 4.062 2.777 -1.06
C -2.817 2.755 -3.803 -0.42
C -2.763 3.158 -6.452 -0.83
C 1.923 1.178 -5.884 -0.77
C -1.712 1.912 -1.841 -0.60
C -3.253 -0.122 1.156 -0.02
C 1.990 2.257 1.682 -0.02
C 1.191 -0.280 -3.738 -0.61
C -2.744 -1.481 3.138 -0.94
C 6.593 3.269 5.047 -0.86
C -1.256 -7.566 6.615 -0.92
C 6.790 4.261 2.846 0.08
C -0.940 -0.332 1.837 -0.82
C -2.841 -5.808 7.417 -0.94
C 0.813 2.568 -7.773 -0.81
C -7.579 -1.344 -1.725 -0.94
C -0.439 3.560 -7.753 -0.83
C 2.228 -1.433 -3.386 0.64
C -0.172 -4.381 -1.790 -0.06
C 8.431 4.892 4.563 -0.94
C 0.932 -2.959 5.424 -0.83
C -5.455 -0.053 -1.467 -0.81
C -1.212 3.592 -6.357 0.56
C 1.732 2.657 -6.458 -0.68
C 1.002 -0.535 5.038 -0.11
C -7.498 1.083 -2.108 0.05
C 0.773 3.808 3.081 -0.97
C -0.473 -4.111 -3.340 -0.56
C -1.373 -5.357 5.545 0.19
C 0.696 -3.173 -3.941 0.41
C 3.057 -1.662 5.646 -1.04
C -3.034 2.125 -5.254 -0.66
C -1.489 -5.122 -1.175 -0.97
C 1.889 1.078 -4.287 -0.57
H -0.815 -7.683 7.608 0.34
H 7.089 3.288 6.017 0.38
H -0.716 2.095 -1.318 0.00
H -3.368 4.117 -6.282 0.28
H 0.423 1.532 -8.011 0.35
H 2.983 1.991 1.287 0.31
H 0.066 4.056 2.286 0.30
H -0.122 -2.832 5.186 0.11
H 3.421 -2.661 5.886 0.40
H -1.504 -3.683 -3.533 0.37
H 3.242 1.427 -1.683 0.30
H 3.238 -0.992 6.491 0.30
H 8.145 5.532 5.401 0.34
H 2.774 3.016 -6.778 0.50
H 1.894 -1.872 -0.351 0.28
H -5.097 -1.053 -1.222 0.45
H -2.430 -1.010 4.073 0.28
H 3.591 -1.276 4.774 0.29
H -1.990 0.801 -1.848 0.18
H -2.497 -4.930 7.969 0.28
H 9.199 4.186 4.888 0.34
H 0.950 4.687 3.701 0.40
H 2.962 0.816 -6.210 0.37
H -0.334 -5.114 -3.875 0.30
H -4.119 1.771 -5.328 0.38
H -3.078 -6.610 8.116 0.38
H 3.420 4.042 3.856 0.31
H -2.740 3.889 -3.905 0.23
H -0.799 0.746 1.881 0.46
H 4.099 3.603 2.265 0.51
H 6.603 2.252 4.649 0.30
H -0.061 -3.415 -1.188 0.09
H -3.825 -1.623 3.155 0.32
H 8.832 5.511 3.760 0.29
H -4.292 -0.414 1.385 0.22
H -5.286 0.614 -0.620 0.22
H -2.060 -8.294 6.485 0.34
H -0.732 2.966 -5.540 -0.46
H -3.735 -5.538 6.852 0.30
H -3.704 2.498 -3.147 0.46
H 1.381 -3.653 4.707 0.38
H -1.176 3.187 -8.550 0.28
H -1.182 4.677 -5.992 0.25
H -0.585 -5.776 4.899 0.27
H 0.528 -0.057 -2.827 -0.38
H -2.994 2.676 -7.457 0.39
H -2.257 -2.454 3.039 0.35
H -1.613 -4.700 -0.121 0.24
H -2.372 -4.790 -1.803 0.28
H -2.494 2.516 -1.283 0.56
H -2.354 1.219 -5.413 0.21
H -8.631 -1.213 -1.981 0.31
H -0.488 -7.742 5.860 0.30
H 1.198 1.918 -3.917 0.28
H 5.555 3.590 5.159 0.21
H 1.190 0.427 -6.309 0.31
H -0.628 -0.687 0.852 0.21
H -0.085 4.578 -8.116 0.34
H -7.122 -2.038 -2.435 0.32
H -0.337 -0.812 2.607 0.06
H 1.025 -3.367 6.435 0.45
H -0.073 -0.673 4.840 0.47
H 0.448 -0.563 -4.566 0.68
H -4.907 0.332 -2.330 0.19
H 0.348 3.008 3.691 0.20
H 7.374 4.956 2.222 0.28
H 2.950 1.202 -3.892 0.35
H -7.504 -1.753 -0.715 0.31
H 1.741 0.771 -1.216 0.05
H 1.485 2.863 -8.653 0.29
H 3.138 5.098 2.442 0.34
H -8.570 0.950 -2.325 0.25
H -1.336 -6.250 -1.173 0.36
H 1.368 3.414 -5.694 0.49